Entry 1:
{
  "formula": "C26H38O21",
  "method": "the ωB97M-V functional and the def2-TZVPD basis",
  "species": ["C", "C", "O", "C", "O", "O", "H", "H", "H", "H", "C", "C", "O", "C", "O", "O", "H", "H", "H", "H", "C", "C", "C", "O", "C", "O", "O", "H", "H", "H", "H", "H", "H", "C", "C", "C", "O", "C", "O", "O", "H", "H", "H", "H", "H", "H", "C", "C", "C", "O", "C", "O", "O", "H", "H", "H", "H", "H", "H", "C", "C", "C", "O", "C", "O", "O", "H", "H", "H", "H", "H", "H", "C", "C", "C", "O", "C", "O", "O", "H", "H", "H", "H", "H", "H"],
  "xyz": [[4.3239, -3.1470, 0.5137], [3.8391, -1.7269, 0.6390], [3.2849, -1.7134, 1.9255], [2.9579, -2.9464, 2.2509], [2.1897, -3.2078, 3.1749], [3.4333, -3.8178, 1.3619], [5.3170, -3.3722, 0.9024], [4.4152, -3.6745, -0.4358], [3.1663, -1.3875, -0.1485], [4.7792, -1.1899, 0.5130], [-1.5917, 2.2220, -2.2763], [-1.8727, 3.2867, -3.3621], [-3.1167, 2.8673, -3.8928], [-3.6386, 1.8449, -3.2432], [-4.6822, 1.2695, -3.5801], [-2.8080, 1.5460, -2.2316], [-1.4784, 2.6560, -1.2828], [-0.6837, 1.6847, -2.5501], [-1.0679, 3.4388, -4.0813], [-2.0026, 4.2495, -2.8679], [1.4299, -0.2926, 0.5139], [0.0765, 0.0039, -0.1252], [-1.1278, -0.1862, 0.9545], [-1.7322, 1.1433, 0.9224], [-0.9199, 2.0507, 0.2193], [-1.0646, 3.2540, 0.1229], [0.0142, 1.4321, -0.3589], [2.2903, 0.2249, 0.0895], [1.7127, -1.3290, 0.3298], [1.4883, -0.1188, 1.5883], [-0.0358, -0.4402, -1.1143], [-0.9081, -0.4327, 1.9932], [-1.7916, -0.9090, 0.4802], [-0.0251, 6.0755, 3.1174], [0.2443, 4.5918, 2.6400], [0.2137, 4.4801, 1.1452], [1.2860, 3.5503, 0.8661], [2.1692, 3.6360, 1.7500], [3.3155, 3.2346, 1.5382], [1.6322, 4.2974, 2.8526], [-0.9277, 6.5214, 2.6997], [0.8230, 6.6574, 2.7565], [-0.1047, 6.1983, 4.1976], [-0.4398, 3.8884, 3.1147], [0.5732, 5.2917, 0.5126], [-0.7116, 4.2386, 0.6223], [1.0021, 3.2725, -2.9666], [1.5608, 2.5019, -1.7548], [2.0024, 1.0774, -2.0868], [3.3454, 0.9859, -1.4784], [3.7280, 2.1606, -1.1564], [4.8332, 2.3185, -0.7233], [2.8085, 3.1048, -1.3547], [1.6998, 3.5697, -3.7496], [0.4975, 4.1528, -2.5685], [0.3497, 2.6030, -3.5271], [0.7999, 2.4550, -0.9757], [2.2115, 0.7945, -3.1184], [1.2727, 0.4173, -1.6178], [-3.1279, -2.0656, 0.7511], [-3.9516, -3.1777, 0.0854], [-3.2988, -4.3618, -0.5402], [-4.0153, -5.4711, -0.0135], [-4.6680, -5.1257, 0.9737], [-5.1480, -5.9507, 1.8008], [-4.6086, -3.8338, 1.1830], [-3.7614, -1.3041, 1.2057], [-2.3929, -1.7308, 0.0192], [-2.5308, -2.3971, 1.6006], [-4.6556, -2.6326, -0.5435], [-2.2680, -4.4521, -0.1974], [-3.4175, -4.4027, -1.6229], [-0.3413, -3.7066, -1.0213], [-0.3957, -4.1465, 0.4325], [0.8462, -4.3267, 1.2512], [0.8372, -3.2320, 2.1679], [-0.4337, -2.6888, 2.1692], [-0.7632, -1.8270, 3.0071], [-1.1246, -3.0869, 1.0874], [0.5977, -3.1672, -1.1455], [-1.1186, -3.0367, -1.3891], [-0.2230, -4.6340, -1.5816], [-1.0107, -5.0464, 0.4269], [1.7456, -4.1821, 0.6527], [0.8728, -5.3713, 1.5615]],
  "lowdin_charge": [-0.11, -0.14, 0.10, -0.55, 0.15, 0.02, 0.14, 0.14, 0.10, 0.15, -0.14, -0.09, 0.09, -0.53, 0.12, 0.09, 0.08, 0.11, 0.11, 0.14, 0.00, -0.15, -0.03, 0.10, -0.51, 0.11, -0.03, 0.08, 0.07, 0.13, 0.15, 0.11, 0.03, 0.00, -0.26, -0.09, 0.08, -0.54, 0.14, 0.07, 0.08, 0.08, 0.07, 0.15, 0.16, -0.01, -0.01, -0.26, -0.02, 0.07, -0.66, 0.15, 0.11, 0.10, 0.10, 0.05, 0.07, 0.15, 0.08, -0.02, -0.22, -0.06, 0.15, -0.64, 0.08, 0.12, 0.13, 0.06, 0.09, 0.16, 0.07, 0.15, 0.00, -0.28, -0.04, -0.05, -0.41, 0.12, -0.04, 0.08, 0.09, 0.11, 0.14, 0.13, 0.16],
  "homo_energy_ev": -9.36,
  "total_charge": 0,
  "relative_energy_ev": 18.320,
  "largest_force_ha_per_bohr": 0.237,
  "lumo_ev": -0.46
}

Entry 2:
{
  "formula": "C26H39AlClN3O4S",
  "method": "the ωB97M-V functional and the def2-TZVPD basis",
  "species": ["O", "C", "C", "C", "H", "C", "H", "C", "H", "C", "H", "C", "H", "H", "C", "C", "H", "H", "H", "C", "C", "H", "H", "H", "H", "Al", "Cl", "C", "O", "N", "C", "C", "H", "H", "H", "H", "H", "H", "H", "H", "H", "C", "C", "N", "H", "C", "O", "H", "H", "H", "H", "H", "H", "C", "C", "N", "H", "C", "O", "H", "H", "H", "H", "S", "C", "C", "C", "C", "C", "C", "H", "H", "H", "H", "H"],
  "xyz": [[-1.7092, 2.2614, -1.7111], [-0.6300, 2.6188, -2.2176], [-0.5341, 2.2851, -3.5969], [-1.7873, 1.8584, -4.1163], [-2.4421, 1.2495, -3.5074], [-2.1576, 2.5181, -5.2620], [-3.2280, 2.5918, -5.5183], [-1.1469, 3.1682, -6.0021], [-1.4179, 3.6792, -6.9080], [0.1870, 3.1577, -5.6381], [0.9645, 3.5888, -6.2417], [0.5257, 2.6890, -4.3862], [1.4868, 2.6952, -3.9108], [0.2323, 2.9872, -1.5992], [2.9268, 0.9416, -1.5830], [2.1562, -0.2611, -1.3225], [2.6811, 1.3411, -2.5870], [3.9843, 0.7734, -1.6163], [2.6277, 1.7123, -0.8377], [1.4430, -0.9187, -2.2484], [2.2996, -1.2741, -3.4525], [0.3694, -1.1431, -2.1228], [2.3275, -0.4005, -4.1339], [2.0234, -2.2175, -3.9174], [3.3079, -1.3369, -3.0203], [1.6340, -0.8072, 0.3923], [2.6884, -2.8717, -0.0290], [0.2485, -2.6986, 1.6869], [0.9420, -1.6418, 1.8793], [-0.1531, -3.4098, 2.7060], [0.2965, -2.9696, 4.0218], [-0.8543, -4.6855, 2.5714], [0.0203, -2.9722, 0.6421], [0.5217, -1.9027, 3.9603], [1.2115, -3.5033, 4.3001], [-0.4903, -3.1527, 4.7477], [-1.3511, -4.7397, 1.5928], [-1.6184, -4.7571, 3.3573], [-0.1556, -5.5306, 2.6554], [-2.9630, 3.7252, 1.0754], [-3.5637, 1.7210, 1.2932], [-2.0304, 3.4559, 0.5623], [-2.6315, 1.1396, 1.2222], [-1.5808, 2.1607, 1.0549], [-1.2690, 4.2440, 0.5673], [-0.3440, 1.7048, 0.7842], [-0.0833, 0.4844, 0.6572], [-2.3804, 0.6501, 2.1738], [0.3909, 2.4519, 0.4742], [-2.2090, 3.2464, -0.5363], [-2.6630, 0.3644, 0.4217], [4.5359, 0.9951, 4.0227], [3.6801, 3.4914, 3.8937], [4.7241, 1.0496, 2.9393], [3.8788, 3.4102, 2.8112], [3.8022, 2.0342, 2.3369], [4.5184, 0.0894, 2.4507], [2.8825, 1.6300, 1.4784], [2.6800, 0.3668, 1.3803], [3.1430, 4.0426, 2.3129], [2.3378, 2.4082, 0.8842], [5.7692, 1.3569, 2.7841], [4.8582, 3.8826, 2.6785], [-1.9243, -1.6440, -0.8470], [-2.7630, -2.5634, 0.2728], [-2.8192, -2.2413, 1.6541], [-3.6948, -2.9062, 2.4880], [-4.4549, -3.9834, 2.0014], [-4.3254, -4.3773, 0.6592], [-3.4968, -3.6777, -0.1950], [-2.2084, -1.4080, 2.0096], [-3.7887, -2.5908, 3.5308], [-5.1481, -4.4967, 2.6612], [-4.8902, -5.2281, 0.2741], [-3.3992, -3.9106, -1.2590]],
  "lowdin_charge": [-0.04, -0.14, -0.21, 0.01, 0.13, -0.05, 0.12, -0.07, 0.10, -0.08, 0.10, -0.02, 0.10, 0.14, -0.11, -0.38, 0.07, 0.08, 0.05, -0.21, -0.09, 0.04, 0.07, 0.07, 0.07, -0.13, 0.23, -0.29, -0.06, -0.13, 0.00, -0.01, 0.10, 0.09, 0.10, 0.09, 0.10, 0.09, 0.10, 0.09, 0.09, -0.06, -0.03, -0.15, 0.09, -0.26, -0.01, 0.09, 0.11, 0.06, 0.03, 0.10, 0.10, 0.01, -0.03, -0.14, 0.10, -0.17, 0.01, 0.09, 0.14, 0.10, 0.10, 0.60, -0.80, -0.17, -0.13, -0.13, -0.12, -0.16, 0.08, 0.10, 0.08, 0.10, 0.09],
  "homo_energy_ev": -5.68,
  "total_charge": 0,
  "relative_energy_ev": 7.182,
  "largest_force_ha_per_bohr": 0.079,
  "lumo_ev": -0.45
}